[1]
This record from the Open Molecules 2025 dataset describes C36H31BrIN7O5RuS as an isolated structure at a distorted geometry. The level of theory is the ωB97M-V functional and the def2-TZVPD basis.

As for the total energy: -150059.28478 eV. The molar mass is 981.6 g mol⁻¹. The highest occupied orbital energy (alpha / beta) comes out at -0.40520 / -0.40011 hartree. As for the multiplicity: 2. For the HOMO-LUMO gap (alpha / beta), the calculation gives 8.09 / 7.79 eV. As for the charge: +1.

Last column: Löwdin spin population.
Positions of all 83 atoms, in Å:
1 Ru -0.1039 0.2889 -0.2080  0.845
2 C -2.8714 1.9542 -0.3533  0.001
3 C -3.0815 1.2825 -1.6964  0.000
4 C -3.1011 -0.1882 -1.5008  0.001
5 C -4.1558 -0.9543 -1.9489  0.000
6 C -4.1371 -2.3268 -1.7625  0.001
7 C -3.0562 -2.8880 -1.1239  0.001
8 C -2.0393 -2.0612 -0.6841  0.005
9 N -2.0420 -0.7270 -0.8567  0.022
10 N -1.4257 2.1807 -0.1287  -0.013
11 C -0.9913 3.2551 -1.0634  -0.001
12 C -0.0456 2.8226 -2.1337  0.000
13 C 0.0469 3.5030 -3.3391  0.000
14 C 1.0441 3.1394 -4.2261  0.000
15 C 1.9110 2.1162 -3.8780  0.000
16 C 1.7159 1.4631 -2.6771  -0.001
17 N 0.7446 1.8080 -1.8152  -0.003
18 C -1.2396 2.5946 1.2725  0.000
19 C 0.2074 2.7404 1.5106  -0.002
20 C 0.7485 3.7893 2.2276  0.000
21 C 2.1204 3.8596 2.3739  -0.001
22 C 2.8983 2.8812 1.7896  0.002
23 C 2.2927 1.8561 1.0880  0.004
24 N 0.9560 1.7858 0.9382  0.018
25 H -3.2390 1.3321 0.4534  0.000
26 H -3.3937 2.9141 -0.3039  0.000
27 H -2.2663 1.5320 -2.3784  0.000
28 H -4.0032 1.6186 -2.1679  0.000
29 H -4.9840 -0.4693 -2.4472  0.000
30 H -4.9565 -2.9404 -2.1137  0.000
31 H -2.9905 -3.9506 -0.9390  0.000
32 H -1.1893 -2.4682 -0.1716  0.001
33 H -0.5105 4.0439 -0.4802  0.000
34 H -1.8663 3.7073 -1.5314  0.000
35 H -0.6414 4.3074 -3.5648  0.000
36 H 1.1439 3.6490 -5.1757  0.000
37 H 2.7126 1.8078 -4.5343  0.000
38 H 2.3388 0.6386 -2.3656  0.000
39 H -1.6596 1.8127 1.8971  0.000
40 H -1.7789 3.5219 1.4885  0.000
41 H 0.0949 4.5342 2.6612  0.000
42 H 2.5721 4.6728 2.9271  0.000
43 H 3.9754 2.8951 1.8758  0.000
44 H 2.8603 1.0628 0.6480  0.000
45 I -1.8709 -1.0851 -6.5321  0.000
46 C -0.9977 -1.2330 -4.6869  0.001
47 C -0.5898 -2.3736 -4.0351  0.002
48 N -0.0759 -1.9746 -2.8599  0.001
49 N -0.1314 -0.6460 -2.6907  0.020
50 C -0.6807 -0.1865 -3.8083  0.002
51 H -0.6210 -3.4099 -4.3274  0.000
52 H 0.2877 -2.5169 -2.0886  0.000
53 H -0.8238 0.8722 -3.9570  0.000
54 Br 7.0753 -2.6381 -0.7223  0.000
55 C 5.3125 -3.1143 -0.2550  0.000
56 C 5.0460 -4.4010 0.1854  0.000
57 C 3.7436 -4.7454 0.5249  0.000
58 C 2.7197 -3.8168 0.4155  0.001
59 C 3.0051 -2.5322 -0.0292  0.002
60 C 4.3060 -2.1732 -0.3631  0.001
61 C 1.9235 -1.5303 -0.1871  0.008
62 O 2.1793 -0.3256 -0.3977  0.079
63 O 0.7048 -1.8713 -0.1406  0.016
64 H 5.8475 -5.1225 0.2642  0.000
65 H 3.5323 -5.7480 0.8723  0.000
66 H 1.7030 -4.0723 0.6835  0.000
67 H 4.5200 -1.1696 -0.7018  0.000
68 O 1.5933 -0.3486 2.4321  0.000
69 C 0.4102 -0.4460 2.6458  -0.001
70 N -0.6020 -0.4196 1.6727  -0.011
71 S -2.0554 -0.8644 2.3421  0.000
72 O -2.4472 -2.1976 1.9862  0.001
73 O -3.0429 0.1732 2.1700  0.000
74 C -1.4972 -0.8727 3.9924  0.000
75 C -2.2468 -1.0654 5.1382  0.000
76 C -1.5609 -1.0041 6.3444  0.000
77 C -0.1856 -0.7680 6.3811  0.000
78 C 0.5405 -0.5896 5.2109  0.000
79 C -0.1482 -0.6411 4.0144  0.000
80 H -3.3110 -1.2546 5.1004  0.000
81 H -2.1029 -1.1443 7.2704  0.000
82 H 0.3190 -0.7258 7.3372  0.000
83 H 1.6081 -0.4143 5.2168  0.000

***

[2]
This record from the Open Molecules 2025 dataset describes C55H45BFGeHfNP3 as an isolated structure. The level of theory is the ωB97M-V functional and the def2-TZVPD basis.

As for the total energy: -148313.38895 eV. The molar mass is 1093.8 g mol⁻¹. The highest occupied orbital energy comes out at -0.58631 hartree. For the HOMO-LUMO gap, the calculation gives 6.37 eV. As for the charge: +3.

Last column: Löwdin charge in e.
Positions of all 108 atoms, in Å:
1 Hf -0.1320 0.8665 0.8813  1.472
2 F -0.8547 2.7107 4.6580  -0.212
3 Ge 0.2852 2.0324 3.5351  0.886
4 C -0.4555 0.0727 3.2799  -0.317
5 C 0.0294 -0.4484 4.4972  -0.102
6 C -0.1257 -1.7871 4.8256  0.002
7 C -0.6279 -2.6836 3.8999  0.008
8 C -1.1259 -2.1900 2.7113  -0.080
9 C -1.1651 -0.8022 2.4363  -0.481
10 P -2.7269 -0.6703 1.3929  1.140
11 C -2.6421 1.0187 0.6423  -0.536
12 C -2.5884 1.0186 -0.7699  -0.150
13 C -3.1152 2.0693 -1.5076  -0.046
14 C -3.7580 3.1082 -0.8474  -0.012
15 C -3.8120 3.1401 0.5440  -0.047
16 C -3.2383 2.1269 1.2874  -0.078
17 C -3.9784 -0.4515 2.6780  -0.387
18 C -5.2514 -0.8508 2.2675  -0.085
19 C -6.3249 -0.7288 3.1384  -0.042
20 C -6.1252 -0.2310 4.4167  -0.037
21 C -4.8546 0.1495 4.8333  -0.046
22 C -3.7802 0.0422 3.9675  -0.087
23 C 2.0106 1.6446 4.3224  -0.325
24 C 2.3708 2.0792 5.5947  -0.076
25 C 3.6695 1.8906 6.0456  -0.018
26 C 4.6122 1.2783 5.2275  -0.018
27 C 4.2539 0.8326 3.9663  -0.062
28 C 2.9449 1.0006 3.5112  -0.376
29 P 2.5084 0.3035 1.8885  1.062
30 C 2.6137 -1.4957 2.0689  -0.342
31 C 2.4467 -2.3421 0.9681  -0.126
32 C 2.5800 -3.7123 1.1074  -0.045
33 C 2.8854 -4.2582 2.3478  -0.028
34 C 3.0573 -3.4294 3.4455  -0.046
35 C 2.9226 -2.0560 3.3110  -0.085
36 C 3.8342 0.8808 0.7964  -0.377
37 C 4.5775 0.0442 -0.0347  -0.069
38 C 5.5821 0.5787 -0.8309  -0.043
39 C 5.8531 1.9379 -0.8008  -0.033
40 C 5.1312 2.7726 0.0450  -0.042
41 C 4.1311 2.2482 0.8432  -0.109
42 C 0.9204 3.5364 2.3377  -0.269
43 C 1.5975 4.3762 3.2456  -0.087
44 C 2.4314 5.3864 2.8010  -0.004
45 C 2.6739 5.5657 1.4423  -0.021
46 C 1.9848 4.7908 0.5352  -0.062
47 C 1.0875 3.8091 0.9773  -0.424
48 P -0.2907 3.3572 -0.0713  1.025
49 C 0.3629 2.7600 -1.6313  -0.363
50 C -0.1955 2.9028 -2.9036  -0.072
51 C 0.3200 2.1743 -3.9615  -0.015
52 C 1.3605 1.2669 -3.7690  -0.016
53 C 1.8910 1.0817 -2.5055  -0.038
54 C 1.3940 1.8343 -1.4430  -0.184
55 C -1.2033 4.9045 -0.1284  -0.351
56 C -1.8458 5.3623 1.0220  -0.106
57 C -2.3970 6.6307 1.0384  -0.038
58 C -2.3100 7.4439 -0.0870  -0.028
59 C -1.6519 6.9995 -1.2221  -0.035
60 C -1.0867 5.7307 -1.2458  -0.068
61 H 0.5356 0.1620 5.2291  0.098
62 H 0.2186 -2.1297 5.7928  0.139
63 H -0.6653 -3.7434 4.1118  0.139
64 H -1.6011 -2.8675 2.0111  0.100
65 H -2.2439 0.1297 -1.2896  0.108
66 H -3.0991 2.0286 -2.5881  0.127
67 H -4.2363 3.8945 -1.4172  0.137
68 H -4.3264 3.9499 1.0429  0.131
69 H -3.3356 2.1281 2.3671  0.117
70 H -5.4102 -1.2699 1.2803  0.111
71 H -7.3108 -1.0401 2.8227  0.122
72 H -6.9606 -0.1512 5.0986  0.123
73 H -4.7060 0.5258 5.8363  0.119
74 H -2.7946 0.3388 4.3050  0.091
75 H 1.6507 2.5707 6.2392  0.125
76 H 3.9510 2.2281 7.0339  0.128
77 H 5.6261 1.1437 5.5785  0.128
78 H 4.9940 0.3463 3.3420  0.131
79 H 2.2184 -1.9421 -0.0110  0.086
80 H 2.4450 -4.3532 0.2472  0.125
81 H 2.9977 -5.3289 2.4527  0.125
82 H 3.3140 -3.8506 4.4083  0.122
83 H 3.0839 -1.4265 4.1754  0.102
84 H 4.4107 -1.0222 -0.0533  0.103
85 H 6.1671 -0.0765 -1.4621  0.123
86 H 6.6427 2.3450 -1.4176  0.124
87 H 5.3679 3.8269 0.0977  0.117
88 H 3.6038 2.8972 1.5350  0.089
89 H 1.4863 4.2611 4.3168  0.106
90 H 2.9112 6.0326 3.5242  0.133
91 H 3.3548 6.3366 1.1082  0.132
92 H 2.0914 4.9760 -0.5275  0.133
93 H -1.0270 3.5722 -3.0742  0.106
94 H -0.0931 2.3073 -4.9524  0.130
95 H 1.7489 0.7110 -4.6111  0.129
96 H 2.7000 0.3838 -2.3369  0.116
97 H 1.9345 1.7572 -0.4931  0.041
98 H -1.9036 4.7430 1.9101  0.108
99 H -2.8917 6.9921 1.9295  0.124
100 H -2.7473 8.4330 -0.0705  0.126
101 H -1.5656 7.6401 -2.0889  0.125
102 H -0.5437 5.4134 -2.1247  0.099
103 B -0.5615 -3.3351 -0.7503  -0.350
104 C -0.1878 -1.8743 -0.5388  -0.157
105 N 0.0686 -0.7326 -0.3673  -0.012
106 H -0.2841 -3.8776 0.2886  0.045
107 H 0.0731 -3.6961 -1.7059  0.063
108 H -1.7517 -3.2678 -0.9549  0.064

***

[3]
This record from the Open Molecules 2025 dataset describes a 2-piece molecular cluster, C3H9NO2S overall at a distorted geometry. The level of theory is the ωB97M-V functional and the def2-TZVPD basis.

As for the total energy: -19676.35303 eV. Its SMILES is N[C@H](C=O)CS.O. The molar mass is 123.2 g mol⁻¹. The highest occupied orbital energy comes out at -0.33589 hartree. For the HOMO-LUMO gap, the calculation gives 9.79 eV. As for the charge: 0.

Last column: Löwdin charge in e.
Positions of all 16 atoms, in Å:
1 O 2.6433 0.9154 1.9178  0.057
2 C 2.6323 0.6768 0.7407  -0.219
3 C 1.6617 -0.2741 0.0398  -0.416
4 C 0.5739 0.3573 -0.8436  -0.513
5 S -0.0778 -0.8485 -2.0874  0.682
6 N 0.9075 -1.0679 1.0744  0.036
7 H 3.5233 0.9911 0.1788  0.122
8 H 2.2728 -0.9415 -0.5680  0.122
9 H -0.2668 0.5300 -0.1723  0.066
10 H 0.7798 1.3329 -1.2836  0.073
11 H -0.5959 -1.6628 -1.1615  -0.148
12 H 1.5403 -1.8176 1.3576  0.079
13 H 0.9054 -0.4423 1.8710  0.058
14 H -5.6721 1.3295 -0.8096  0.038
15 H -5.3554 0.5168 0.3432  0.021
16 O -5.4722 0.4050 -0.5973  -0.059

***

[4]
This record from the Open Molecules 2025 dataset describes C38H61ClI4N3O6Rb as an isolated structure at a distorted geometry. The level of theory is the ωB97M-V functional and the def2-TZVPD basis.

As for the total energy: -102723.89525 eV. The molar mass is 1284.5 g mol⁻¹. The highest occupied orbital energy comes out at -0.03453 hartree. For the HOMO-LUMO gap, the calculation gives 2.03 eV. As for the charge: -2.

Last column: Löwdin charge in e.
Positions of all 114 atoms, in Å:
1 Rb 7.9267 -20.4294 -7.8965  0.647
2 C 6.7097 -22.8598 -5.0701  -0.144
3 N 7.1380 -21.5904 -4.6114  -0.266
4 C 8.5112 -21.6929 -4.0632  -0.076
5 C 6.2176 -20.8575 -3.7411  -0.184
6 C 5.0545 -20.1510 -4.4114  -0.172
7 N 5.0265 -18.6840 -4.4044  -0.114
8 C 3.7038 -18.1940 -4.8100  -0.161
9 C 3.5626 -17.3451 -6.0007  -0.120
10 C 2.7575 -16.2055 -5.9547  -0.031
11 C 2.5733 -15.3771 -7.0265  -0.233
12 C 2.9655 -15.9073 -8.3082  -0.025
13 C 3.7968 -16.9910 -8.4617  -0.095
14 C 4.2356 -17.7406 -7.2667  -0.325
15 O 4.8810 -18.8320 -7.2344  -0.114
16 C 4.5945 -17.1239 -9.7948  -0.496
17 C 4.6108 -18.5754 -10.3030  -0.065
18 C 4.0126 -16.1722 -10.8693  -0.079
19 C 6.0911 -16.7081 -9.5102  -0.036
20 C 1.8619 -14.0766 -6.9607  -0.547
21 C 0.3330 -14.3088 -7.3313  -0.052
22 C 2.0582 -13.4391 -5.5894  -0.079
23 C 2.3826 -13.1427 -8.1312  -0.053
24 C 5.4858 -18.1026 -3.1794  -0.181
25 C 6.3567 -16.9134 -3.3497  -0.130
26 C 5.8210 -15.6618 -3.2161  -0.015
27 C 6.5903 -14.4962 -3.1797  -0.210
28 C 7.9876 -14.6588 -3.3566  -0.047
29 C 8.5788 -15.8696 -3.5386  -0.116
30 C 7.7978 -17.0874 -3.5294  -0.319
31 O 8.2171 -18.2826 -3.6612  -0.097
32 C 10.1333 -15.8491 -3.5160  -0.549
33 C 10.5872 -14.9739 -4.6961  -0.061
34 C 10.7745 -17.2219 -3.7249  -0.089
35 C 10.5449 -15.4113 -2.1152  -0.070
36 C 6.0592 -13.1062 -2.9951  -0.541
37 C 6.6774 -12.3844 -1.7530  -0.060
38 C 4.5297 -13.0858 -2.7812  -0.085
39 C 6.4058 -12.2760 -4.3084  -0.050
40 H 6.5728 -23.6266 -4.2845  0.080
41 H 7.3653 -23.2824 -5.8238  0.071
42 H 5.7262 -22.7692 -5.5703  0.086
43 H 8.4594 -22.1558 -3.0835  0.079
44 H 8.8900 -20.6861 -3.9711  0.071
45 H 9.2107 -22.1961 -4.7105  0.043
46 H 6.8020 -20.1488 -3.1395  0.087
47 H 5.7813 -21.6250 -3.0517  0.117
48 H 4.1351 -20.4719 -3.8685  0.106
49 H 4.9202 -20.4177 -5.4773  0.105
50 H 3.2992 -17.7029 -3.9344  0.094
51 H 3.0598 -19.0925 -4.9829  0.127
52 H 2.2669 -15.9514 -4.9707  0.117
53 H 2.6531 -15.4683 -9.2155  0.051
54 H 3.7012 -19.0604 -10.5905  0.069
55 H 5.1286 -19.2227 -9.5937  0.055
56 H 5.1940 -18.6254 -11.2201  0.062
57 H 2.9485 -16.3529 -11.0695  0.083
58 H 4.5329 -16.4579 -11.8135  0.083
59 H 4.1826 -15.1558 -10.6193  0.058
60 H 6.4083 -17.2345 -8.5726  0.086
61 H 6.1409 -15.6504 -9.2268  0.074
62 H 6.7778 -16.8016 -10.3349  0.062
63 H -0.0978 -15.0244 -6.6240  0.073
64 H 0.2439 -14.7129 -8.3528  0.076
65 H -0.2027 -13.3476 -7.2628  0.063
66 H 1.5949 -14.0310 -4.7365  0.088
67 H 1.6145 -12.3889 -5.5923  0.088
68 H 3.1596 -13.2812 -5.4272  0.082
69 H 2.2323 -13.7708 -9.0217  0.052
70 H 3.4301 -12.9160 -8.0903  0.072
71 H 1.7801 -12.2439 -8.2488  0.066
72 H 6.0916 -18.7283 -2.5350  0.107
73 H 4.6038 -17.7102 -2.6630  0.101
74 H 4.7230 -15.6099 -3.1187  0.102
75 H 8.6147 -13.7553 -3.2569  0.096
76 H 10.1253 -15.3913 -5.6053  0.081
77 H 11.6996 -15.0009 -4.8110  0.080
78 H 10.2238 -13.9522 -4.5835  0.060
79 H 10.3785 -17.6279 -4.6889  0.093
80 H 10.4759 -18.0023 -3.0465  0.066
81 H 11.8542 -17.1925 -3.8073  0.063
82 H 10.0793 -14.4120 -1.8808  0.074
83 H 11.6521 -15.3001 -1.9668  0.078
84 H 10.1729 -16.1724 -1.3888  0.096
85 H 6.1683 -12.8139 -0.8482  0.085
86 H 6.3638 -11.3270 -1.8264  0.070
87 H 7.7503 -12.5175 -1.6184  0.061
88 H 4.2093 -13.5292 -1.8406  0.073
89 H 3.9552 -13.7036 -3.5218  0.059
90 H 4.1880 -12.0322 -2.8692  0.079
91 H 7.4971 -11.9862 -4.2578  0.082
92 H 5.7714 -11.3650 -4.2495  0.061
93 H 6.1912 -12.7802 -5.2420  0.072
94 O 9.3911 -22.9980 -8.1625  -0.537
95 Cl 10.5326 -22.7168 -7.3184  0.613
96 O 11.6911 -22.4558 -8.0999  -0.393
97 O 10.7739 -23.7656 -6.3615  -0.328
98 O 10.1278 -21.4914 -6.6063  -0.523
99 I 12.8205 -19.2900 -8.5512  0.712
100 C 13.4728 -19.9333 -6.5952  -1.166
101 I 15.1170 -21.2200 -6.1854  0.657
102 H 12.5958 -20.3194 -6.0623  -0.041
103 H 13.9021 -19.0715 -6.0567  -0.065
104 I 7.9818 -22.5620 -11.0730  0.172
105 I 9.7743 -21.8022 -12.9827  0.036
106 C 8.3816 -11.0456 -9.4673  -0.119
107 C 9.4386 -12.0969 -9.8478  -0.243
108 C 9.2991 -13.2077 -8.8853  -0.222
109 N 9.0276 -14.1681 -8.2605  0.170
110 H 8.4939 -10.0260 -9.8829  0.065
111 H 8.3617 -10.9415 -8.3253  0.099
112 H 7.3656 -11.3917 -9.7708  0.083
113 H 10.4460 -11.6713 -9.8819  0.105
114 H 9.3196 -12.5190 -10.8291  0.099